P) C3H5FOS | ωB97M-V/def2-TZVPD

For the LUMO energy, the calculation gives 0.494 eV. As for the highest occupied orbital energy: -9.4467 eV.

Geometry as ORCA input:
```
! RIJCOSX wB97M-V def2-TZVPD def2/J DEFGRID3
* xyz 0 1
C 0.461 -0.119 -0.420
C -0.043 1.182 -0.106
C -0.025 -0.733 1.042
H -0.598 -2.439 -1.149
H 1.645 -0.059 -0.482
H 0.683 1.762 0.378
H -0.227 1.905 -1.025
H -0.050 0.182 2.062
O -0.331 -1.876 1.107
F -1.223 1.168 0.502
S -0.293 -0.972 -1.909
*
```

---

Q) C3H5FOS | ωB97M-V/def2-TZVPD

The SMILES is C[C@H](F)C(O)=S. For the LUMO energy, the calculation gives -0.031 eV. As for the highest occupied orbital energy: -8.8529 eV.

Geometry as ORCA input:
```
! RIJCOSX wB97M-V def2-TZVPD def2/J DEFGRID3
* xyz 0 1
C 2.057 0.385 -0.354
C 0.881 -0.175 0.395
F 0.956 -1.613 0.109
C -0.411 0.459 0.029
O -0.428 1.768 0.163
S -1.807 -0.448 -0.158
H 1.950 0.371 -1.437
H 3.050 -0.121 -0.262
H 2.132 1.452 -0.247
H 0.918 -0.272 1.504
H 0.521 2.093 0.265
*
```

---

R) C3H5FOS | ωB97M-V/def2-TZVPD

The SMILES is OC[C@H](F)C=S. For the LUMO energy, the calculation gives -0.804 eV. As for the highest occupied orbital energy: -9.3282 eV.

Geometry as ORCA input:
```
! RIJCOSX wB97M-V def2-TZVPD def2/J DEFGRID3
* xyz 0 1
O -0.387 1.227 1.643
C -0.628 0.150 0.810
C 0.594 -0.069 -0.115
F 0.995 1.236 -0.434
C 0.308 -0.823 -1.363
S -0.229 -2.372 -1.426
H 0.118 1.833 1.161
H -0.884 -0.736 1.388
H -1.600 0.402 0.230
H 1.396 -0.558 0.408
H 0.316 -0.290 -2.301
*
```

---

Which structure is the least stable? The one labeled P).

---

P) C6H14NO | ωB97M-V/def2-TZVPD

The SMILES is NCCCCCC[O-]. For the LUMO energy, the calculation gives 3.313 eV. As for the highest occupied orbital energy: -1.9609 eV.

Geometry as ORCA input:
```
! RIJCOSX wB97M-V def2-TZVPD def2/J DEFGRID3
* xyz -1 1
N 0.077 2.589 -1.805
C -0.597 2.147 -0.522
C -1.501 0.842 -0.806
C -0.636 -0.411 -0.943
C -0.283 -1.017 0.506
C 1.202 -1.435 0.746
C 1.583 -2.056 2.213
O 2.673 -2.826 2.133
H 0.256 3.626 -1.940
H -0.377 2.307 -2.683
H 0.313 1.650 0.175
H -1.192 3.014 -0.013
H -1.994 1.081 -1.676
H -2.178 0.616 -0.051
H -1.224 -1.251 -1.511
H 0.257 -0.110 -1.471
H -1.155 -1.852 0.522
H -0.576 -0.291 1.322
H 1.513 -2.195 0.099
H 1.726 -0.440 0.666
H 1.464 -1.262 2.839
H 0.649 -2.725 2.202
*
```

---

Q) C6H14NO | ωB97M-V/def2-TZVPD

The SMILES is CN[C@@H](C[O-])C(C)C. For the LUMO energy, the calculation gives 3.865 eV. As for the highest occupied orbital energy: -2.2418 eV.

Geometry as ORCA input:
```
! RIJCOSX wB97M-V def2-TZVPD def2/J DEFGRID3
* xyz -1 1
C 0.852 -1.732 1.616
N -0.113 -0.704 1.219
C 0.332 -0.017 -0.027
C 0.505 -0.953 -1.273
O 1.724 -0.862 -1.844
C -0.575 1.177 -0.309
C -0.303 2.323 0.655
C -2.069 0.795 -0.301
H 0.473 -2.747 1.527
H 1.132 -1.607 2.676
H 1.757 -1.691 1.018
H -0.984 -1.167 0.974
H 1.343 0.338 0.207
H -0.303 -0.627 -1.985
H 0.250 -1.979 -0.894
H -0.279 1.486 -1.316
H 0.609 2.852 0.384
H -0.158 1.949 1.671
H -1.108 3.075 0.710
H -2.618 1.563 -0.842
H -2.429 0.755 0.733
H -2.226 -0.192 -0.741
*
```

---

Which structure is the least stable? The one labeled P).

---

P) C4H3BrClNOS | ωB97M-V/def2-TZVPD

For the LUMO energy, the calculation gives 0.330 eV. As for the highest occupied orbital energy: -8.7938 eV.

Geometry as ORCA input:
```
! RIJCOSX wB97M-V def2-TZVPD def2/J DEFGRID3
* xyz 0 1
C -1.046 -3.415 -1.701
C -0.093 -3.817 -0.880
C -1.182 -1.413 -1.455
C -0.047 -0.028 0.150
N -0.214 -1.247 -0.579
O -2.070 -0.840 -1.969
S 0.826 -2.486 -0.037
Cl 0.353 -5.416 -0.362
Br -2.292 -4.321 -2.706
H 0.455 0.729 -0.536
H -1.140 0.428 0.362
H 0.560 -0.183 1.090
*
```

---

Q) C4H3BrClNOS | ωB97M-V/def2-TZVPD

For the LUMO energy, the calculation gives 0.114 eV. As for the highest occupied orbital energy: -8.6547 eV.

Geometry as ORCA input:
```
! RIJCOSX wB97M-V def2-TZVPD def2/J DEFGRID3
* xyz 0 1
C 0.868 -1.728 -0.780
C 1.269 -0.667 -1.413
C -0.601 -0.827 0.773
C -0.898 1.608 1.019
N -0.316 0.406 0.450
O -1.190 -1.542 1.513
S 0.701 0.949 -0.805
Cl 2.329 -0.512 -2.748
Br 1.057 -3.459 -1.371
H -2.009 1.524 1.116
H -0.511 1.882 2.006
H -0.699 2.366 0.239
*
```

---

Which structure is the least stable? The one labeled Q).

---

P) H3NO2S | ωB97M-V/def2-TZVPD

For the LUMO energy (alpha / beta), the calculation gives -0.962 / 0.165 eV. As for the highest occupied orbital energy (alpha / beta): -9.7126 / -8.8839 eV.

Geometry as ORCA input:
```
! RIJCOSX wB97M-V def2-TZVPD def2/J DEFGRID3
* xyz 0 1
N 0.249 1.457 -0.687
O 0.334 -2.246 0.146
O -0.750 0.095 0.634
S -0.025 -1.047 1.268
H 0.826 2.167 -0.119
H -0.704 1.694 -0.555
H 0.069 -2.120 -0.686
*
```

---

Q) H3NO2S | ωB97M-V/def2-TZVPD

For the LUMO energy, the calculation gives 0.270 eV. As for the highest occupied orbital energy: -9.7712 eV.

Geometry as ORCA input:
```
! RIJCOSX wB97M-V def2-TZVPD def2/J DEFGRID3
* xyz 0 1
N -0.929 -0.106 0.827
O 0.145 0.579 -0.318
O 1.379 0.829 0.163
S 2.577 -0.362 0.158
H -1.851 0.306 0.714
H -0.661 0.112 1.753
H 3.335 0.131 -0.951
*
```

---

R) H3NO2S | ωB97M-V/def2-TZVPD

For the LUMO energy (alpha / beta), the calculation gives -1.975 / -2.159 eV. As for the highest occupied orbital energy (alpha / beta): -9.8914 / -9.8421 eV.

Geometry as ORCA input:
```
! RIJCOSX wB97M-V def2-TZVPD def2/J DEFGRID3
* xyz 0 1
N 0.235 0.104 -0.432
O -2.551 1.404 -0.163
O -1.434 -1.931 -0.217
S -1.213 -0.602 0.239
H 0.673 0.949 -0.059
H 0.100 0.250 -1.373
H -0.436 -0.769 1.430
*
```

---

Which structure is the least stable? The one labeled R).

---

P) C23H28ClIrN4O2Si | ωB97M-V/def2-TZVPD

For the LUMO energy, the calculation gives -0.816 eV. As for the highest occupied orbital energy: -7.6994 eV.

Geometry as ORCA input:
```
! RIJCOSX wB97M-V def2-TZVPD def2/J DEFGRID3
* xyz 0 1
Ir 0.054 1.105 -0.652
O 4.079 -0.505 1.161
C 3.547 -1.082 2.251
C 4.401 -1.812 3.081
C 3.914 -2.421 4.217
C 2.567 -2.321 4.560
C 1.711 -1.620 3.739
C 2.176 -1.004 2.570
C 1.228 -0.352 1.651
O 1.691 0.305 0.646
N -0.063 -0.542 1.885
N -0.822 -0.007 0.926
C -2.072 -0.258 0.866
C -2.790 0.283 -0.258
C -4.134 0.003 -0.492
C -4.763 0.528 -1.602
C -4.040 1.339 -2.466
C -2.711 1.578 -2.176
N -2.097 1.068 -1.107
H 3.350 -0.049 0.689
H 5.445 -1.878 2.805
H 4.590 -2.989 4.845
H 2.194 -2.788 5.462
H 0.657 -1.539 3.965
H -2.542 -0.893 1.611
H -4.655 -0.639 0.206
H -5.800 0.298 -1.809
H -4.501 1.789 -3.333
H -2.101 2.208 -2.812
C -1.075 -4.914 -3.311
C -0.701 -3.555 -2.792
C -0.108 -3.396 -1.545
C 0.232 -2.128 -1.107
N 0.025 -1.026 -1.830
C -0.529 -1.177 -3.034
C -0.903 -2.404 -3.547
H -1.250 -5.609 -2.491
H -0.263 -5.313 -3.921
H -1.968 -4.866 -3.933
H 0.081 -4.251 -0.909
H 0.692 -1.999 -0.136
H -0.675 -0.268 -3.608
H -1.356 -2.467 -4.529
Cl 0.633 2.901 -3.260
C 1.458 1.843 -2.015
H 2.269 2.450 -1.624
H 1.866 1.006 -2.584
C 0.011 2.622 2.596
Si 0.197 3.010 0.754
C -1.162 4.252 0.318
C 1.841 3.928 0.625
H 0.039 3.548 3.177
H 0.829 1.987 2.946
H -0.924 2.106 2.823
H -1.099 5.120 0.983
H -2.161 3.820 0.422
H -1.050 4.608 -0.708
H 1.889 4.715 1.382
H 1.960 4.401 -0.353
H 2.685 3.251 0.780
*
```

---

Q) C23H28ClIrN4O2Si | ωB97M-V/def2-TZVPD

For the LUMO energy, the calculation gives -0.617 eV. As for the highest occupied orbital energy: -7.6042 eV.

Geometry as ORCA input:
```
! RIJCOSX wB97M-V def2-TZVPD def2/J DEFGRID3
* xyz 0 1
Ir 1.100 -0.722 -0.984
O -2.251 0.980 3.247
C -3.363 1.016 2.492
C -4.580 1.258 3.132
C -5.750 1.311 2.404
C -5.737 1.120 1.024
C -4.537 0.869 0.389
C -3.335 0.811 1.099
C -2.035 0.531 0.423
O -0.977 0.603 1.080
N -2.144 0.232 -0.884
N -1.020 -0.112 -1.513
C -1.185 -0.322 -2.785
C -0.039 -0.502 -3.637
C -0.149 -0.623 -5.023
C 0.992 -0.651 -5.793
C 2.230 -0.537 -5.167
C 2.268 -0.450 -3.794
N 1.165 -0.463 -3.036
H -1.507 0.849 2.602
H -4.573 1.408 4.203
H -6.686 1.505 2.914
H -6.656 1.166 0.456
H -4.498 0.708 -0.679
H -2.172 -0.221 -3.220
H -1.134 -0.679 -5.465
H 0.925 -0.748 -6.869
H 3.153 -0.520 -5.728
H 3.207 -0.354 -3.269
C 0.180 -2.387 5.083
C 0.445 -2.031 3.652
C -0.426 -2.393 2.633
C -0.169 -1.997 1.338
N 0.910 -1.282 1.001
C 1.777 -0.965 1.967
C 1.576 -1.308 3.287
H -0.725 -2.984 5.182
H 0.059 -1.482 5.680
H 1.015 -2.950 5.503
H -1.325 -2.957 2.844
H -0.857 -2.230 0.536
H 2.650 -0.407 1.661
H 2.302 -1.001 4.028
Cl 2.186 -3.391 -1.371
C 2.850 -1.707 -0.981
H 3.578 -1.520 -1.768
H 3.387 -1.836 -0.042
C 1.440 2.545 -2.047
Si 1.991 1.388 -0.664
C 3.882 1.336 -0.703
C 1.514 2.271 0.926
H 1.862 3.541 -1.887
H 0.351 2.639 -2.047
H 1.749 2.208 -3.038
H 4.276 2.330 -0.473
H 4.274 1.051 -1.683
H 4.298 0.640 0.030
H 2.120 3.178 1.012
H 1.656 1.687 1.835
H 0.464 2.555 0.892
*
```

---

Which structure is the least stable? The one labeled P).

---

P) C5H8ClN | ωB97M-V/def2-TZVPD

The SMILES is ClC1[C@@H]2CNC[C@@H]12. For the LUMO energy, the calculation gives 1.025 eV. As for the highest occupied orbital energy: -8.8113 eV.

Geometry as ORCA input:
```
! RIJCOSX wB97M-V def2-TZVPD def2/J DEFGRID3
* xyz 0 1
Cl 0.906 -1.481 1.662
C -0.478 -0.546 0.983
C -0.712 -0.382 -0.476
C -0.021 -0.126 -1.773
N -0.271 1.359 -1.861
C -0.536 1.972 -0.490
C -0.073 0.737 0.311
H -1.424 -0.592 1.584
H -1.752 -0.152 -0.642
H -0.423 -0.633 -2.698
H 1.051 -0.360 -1.756
H 0.480 1.814 -2.422
H 0.081 2.843 -0.356
H -1.596 2.184 -0.385
H 1.001 0.624 0.118
*
```

---

Q) C5H8ClN | ωB97M-V/def2-TZVPD

The SMILES is CC[C@](C)(Cl)C#N. For the LUMO energy, the calculation gives 0.351 eV. As for the highest occupied orbital energy: -10.6484 eV.

Geometry as ORCA input:
```
! RIJCOSX wB97M-V def2-TZVPD def2/J DEFGRID3
* xyz 0 1
C -0.966 0.192 1.354
C -0.286 1.075 0.130
C 0.351 0.120 -0.770
C 1.315 -0.860 0.019
Cl 1.474 0.820 -2.210
C -0.556 -0.449 -1.738
N -1.492 -1.103 -2.168
H -0.181 -0.325 1.974
H -1.866 1.013 1.737
H -1.455 -0.837 0.807
H -1.092 1.704 -0.574
H 0.301 1.956 0.546
H 1.601 -1.775 -0.709
H 2.104 -0.368 0.529
H 0.747 -1.166 1.075
*
```

---

Which structure is the least stable? The one labeled Q).